This record from the OMol25 dataset describes a cluster of 2 separate species, C7H10 in total. The level of theory is the ωB97M-V functional and the def2-TZVPD basis.

The geometry in XYZ format:
```
17
Properties=species:S:1:pos:R:3:mulliken_charge:R:1
C -1.70405 0.66088 -0.67088 -0.813
C -1.17544 -0.55811 -0.65843 -0.179
C 0.29347 -0.90576 -0.67007 0.227
C 1.25391 0.31721 -0.96703 -0.886
C 1.42473 0.83560 0.44617 -0.057
C 1.35703 -0.19867 1.31835 -0.567
C 0.86343 -1.29354 0.70135 -0.259
H -2.77841 0.80478 -0.59729 0.262
H -1.56985 0.84134 2.63826 0.200
H -1.09906 1.56166 -0.74254 0.170
H -1.84054 -1.41830 -0.57489 0.317
H 0.44533 -1.73994 -1.37047 0.383
H 0.84827 1.06207 -1.66082 0.300
H 2.18072 -0.06945 -1.40824 0.337
H 1.38593 1.89478 0.69572 0.362
H -0.89820 0.53872 2.53408 -0.213
H 1.01275 -2.33324 0.98672 0.416
```

- Structure (SMILES): C=C[C@@H]1C=C=CC1.[H][H]
- Gap between HOMO and LUMO (alpha / beta): 8.131 / 7.479 eV
- ΔE to the lowest compared entry with this formula, charge and spin: 528.8 kJ/mol

---

This record from the OMol25 dataset describes a structure of composition C7H10. The level of theory is the ωB97M-V functional and the def2-TZVPD basis.

The geometry in XYZ format:
```
17
Properties=species:S:1:pos:R:3:mulliken_charge:R:1
C -1.38118 1.45305 0.05785 -1.534
C -0.96455 0.04634 0.41940 0.187
C -0.98285 -1.07278 -0.58353 -0.639
C 0.32783 -0.50031 -0.08708 0.574
C 1.50445 0.22723 -0.73202 -0.571
C 2.44032 0.08413 0.46682 -0.619
C 1.68497 -0.82740 1.11617 -0.480
H -2.45827 1.58784 0.20479 0.393
H -0.85461 2.18090 0.68470 0.346
H -1.15341 1.68056 -0.98928 0.315
H -1.21568 -0.24607 1.43848 0.350
H -1.28850 -2.06305 -0.25491 0.277
H -1.23805 -0.84076 -1.61594 0.244
H 0.98826 -1.53259 0.38248 0.153
H 1.27769 1.27610 -0.95709 0.283
H 1.88697 -0.23077 -1.65172 0.316
H 1.50177 -1.17507 2.12947 0.406
```

- Gap between HOMO and LUMO: 8.528 eV
- ΔE to the lowest compared entry with this formula, charge and spin: 632.5 kJ/mol

---

This record from the OMol25 dataset describes the molecule C7H10 in a non-equilibrium geometry. The level of theory is the ωB97M-V functional and the def2-TZVPD basis.

The geometry in XYZ format:
```
17
Properties=species:S:1:pos:R:3:mulliken_charge:R:1
C 0.84611 -0.69585 -0.72956 -0.244
C -0.51748 -0.04057 -0.60279 -0.167
C 1.81310 0.15396 0.07258 0.272
C 2.62934 1.21705 -0.02181 -0.726
C 1.42264 -1.16794 0.58455 -0.561
C -1.47026 -0.20932 0.22747 -0.078
C -2.84302 0.42682 0.16019 -1.529
H 1.13651 -1.15287 -1.67711 0.393
H -0.66167 0.76181 -1.27216 0.326
H 2.63879 1.73967 -0.94041 0.251
H 3.26343 1.53533 0.75558 0.269
H 0.75114 -1.33567 1.47514 0.159
H 2.16354 -1.93310 0.50809 0.253
H -1.52547 -0.77918 1.14365 0.241
H -3.44205 -0.35399 -0.18352 0.379
H -3.10840 1.10580 -0.60211 0.397
H -3.09624 0.72808 1.10222 0.365
```

- Structure (SMILES): C=C1C[C@H]1/C=C/C
- Gap between HOMO and LUMO: 10.147 eV
- ΔE to the lowest compared entry with this formula, charge and spin: 331.3 kJ/mol

---

This record from the OMol25 dataset describes a cluster of 2 separate species, C7H10 in total. The level of theory is the ωB97M-V functional and the def2-TZVPD basis.

The geometry in XYZ format:
```
17
Properties=species:S:1:pos:R:3:mulliken_charge:R:1
C -1.38953 -0.70321 1.11999 -0.529
C -1.85724 0.11193 -0.03100 -0.468
C -0.37238 -0.09126 0.15954 1.364
C 0.56919 0.92154 0.69050 -1.206
C 1.82607 0.52368 0.40184 -0.285
C 1.76809 -0.67275 -0.43185 -0.282
C 0.47633 -0.99993 -0.64485 -1.206
H -1.50166 -1.78116 1.08056 0.240
H -1.42750 -0.27741 2.11676 0.242
H -2.25441 1.10446 0.16734 0.230
H -2.32746 -0.40020 -0.86723 0.231
H 0.38282 1.52590 -1.59531 0.015
H 0.26793 1.79778 1.25513 0.374
H 2.74032 1.01654 0.71325 0.437
H 2.63379 -1.18654 -0.83436 0.436
H 0.34731 0.92134 -2.03390 0.034
H 0.09141 -1.80230 -1.26585 0.373
```

- Structure (SMILES): C1=CC2(C=C1)CC2.[H][H]
- Gap between HOMO and LUMO: 9.575 eV
- ΔE to the lowest compared entry with this formula, charge and spin: 254.0 kJ/mol